[1]
Formula: C5H10NO3
Source: OMol25
Level of theory: the ωB97M-V functional and the def2-TZVPD basis

Output
- SMILES: COC(=O)[C@H](O)C(C)=[NH2+]
- HOMO level: -0.5533 Ha
- DFT total energy: -476.68990 Eh
- Molar mass: 132.14 g mol⁻¹
- LUMO: -0.18586 Eh
- Gap between HOMO and LUMO: 10.0 eV
- Relative energy (zero: lowest compared OMol25 entry of this formula, charge and spin): 48.6 kcal/mol

The geometry in ORCA input format:
```
! wB97M-V def2-TZVPD RIJCOSX def2/J DEFGRID3
* xyz 1 1
C 3.284 -0.134 0.357
O 2.068 0.551 0.070
C 1.066 -0.276 -0.208
O 1.059 -1.482 -0.246
C -0.204 0.528 -0.683
O -0.303 1.907 -0.352
C -1.431 -0.266 -0.102
C -2.522 0.661 0.338
N -1.867 -1.571 -0.051
H 4.044 0.726 0.462
H 3.471 -0.779 -0.502
H 3.096 -0.849 1.120
H -0.069 0.273 -1.703
H 0.465 2.344 -0.024
H -2.554 0.622 1.475
H -3.497 0.390 -0.104
H -2.154 1.560 0.046
H -1.276 -2.301 -0.428
H -2.678 -1.903 0.536
*
```

Mulliken population analysis, charges in e, atoms 1 to 4: -0.648 -0.320 0.428 -0.563


[2]
Formula: C5H12N2
Source: OMol25
Level of theory: the ωB97M-V functional and the def2-TZVPD basis

Output
- HOMO level: -0.2391 Ha
- DFT total energy: -307.03732 Eh
- Molar mass: 100.16 g mol⁻¹
- LUMO: 0.02731 Eh
- Gap between HOMO and LUMO: 7.2 eV
- Relative energy (zero: lowest compared OMol25 entry of this formula, charge and spin): 120.5 kcal/mol

The geometry in ORCA input format:
```
! wB97M-V def2-TZVPD RIJCOSX def2/J DEFGRID3
* xyz 0 1
C 0.730 1.582 0.397
N 0.354 0.347 -0.336
C 0.892 -0.973 0.150
C 2.076 -1.411 -0.413
H 0.660 0.441 -1.304
H 0.783 -1.046 1.229
H 0.225 2.433 -0.058
H 1.809 1.714 0.356
H 0.413 1.481 1.432
H 2.641 -2.192 0.076
H 2.284 -1.247 -1.465
C -1.903 0.041 0.880
C -1.197 -0.111 -0.442
N -1.839 0.079 -1.537
H -1.260 0.068 -2.375
H -0.368 -1.448 -0.198
H -2.837 -0.514 0.824
H -2.143 1.093 1.062
H -1.321 -0.338 1.720
*
```

Mulliken population analysis, charges in e, atoms 1 to 4: -0.980 0.042 -0.197 -1.060


[3]
Formula: C40H55N5O10
Source: OMol25
Level of theory: the ωB97M-V functional and the def2-TZVPD basis

Output
- SMILES: c1cc[nH]c1.c1cc[nH]c1.c1cc[nH]c1.c1cc[nH]c1.c1cc[nH]c1.O=C1CCCO1.O=C1CCCO1.O=C1CCCO1.O=C1CCCO1.O=C1CCCO1
- HOMO level: -0.2897 Ha
- DFT total energy: -2583.25553 Eh
- Molar mass: 765.91 g mol⁻¹
- LUMO: -0.00201 Eh
- Gap between HOMO and LUMO: 7.8 eV

The geometry in ORCA input format:
```
! wB97M-V def2-TZVPD RIJCOSX def2/J DEFGRID3
* xyz 0 1
C 4.833 1.019 -2.474
C 5.056 1.421 -1.167
C 6.339 1.006 -0.835
N 6.905 0.496 -1.999
C 5.997 0.520 -3.031
H 3.887 1.215 -2.957
H 4.380 2.039 -0.595
H 6.858 1.107 0.107
H 7.805 0.039 -2.040
H 6.208 0.081 -3.995
C 2.925 -2.867 -8.624
C 1.879 -2.436 -7.850
C 2.260 -2.559 -6.556
N 3.493 -3.091 -6.471
C 3.930 -3.246 -7.764
H 2.957 -2.931 -9.702
H 0.937 -2.055 -8.218
H 1.731 -2.402 -5.627
H 3.942 -3.371 -5.611
H 4.895 -3.705 -7.923
C 0.818 -3.175 6.654
C 1.851 -3.525 5.825
C 1.448 -4.639 5.080
N 0.112 -4.957 5.423
C -0.243 -4.029 6.456
H 0.845 -2.319 7.312
H 2.818 -3.048 5.767
H 1.983 -5.229 4.351
H -0.407 -5.664 4.922
H -1.220 -4.084 6.912
C -3.671 4.493 3.974
C -3.086 5.818 3.922
C -4.141 6.711 3.513
N -5.332 5.978 3.571
C -5.068 4.678 3.780
H -3.106 3.583 4.112
H -2.055 6.054 4.142
H -4.119 7.790 3.463
H -6.282 6.309 3.488
H -5.855 3.939 3.752
C -1.937 -0.227 0.212
C -0.869 -0.737 -0.500
C -0.252 -1.613 0.389
N -0.919 -1.599 1.538
C -1.980 -0.775 1.509
H -2.648 0.488 -0.176
H -0.496 -0.526 -1.492
H 0.679 -2.159 0.427
H -0.533 -1.926 2.413
H -2.645 -0.662 2.352
O 1.810 7.449 -1.592
C 0.908 6.611 -1.661
C -0.181 6.361 -0.632
C -0.564 4.928 -0.976
C -0.079 4.628 -2.433
O 0.821 5.686 -2.728
H 0.137 6.425 0.409
H -1.080 6.920 -0.892
H -0.028 4.262 -0.300
H -1.617 4.782 -0.732
H 0.414 3.656 -2.475
H -0.931 4.779 -3.095
O -7.873 0.143 0.133
C -7.869 1.198 -0.512
C -7.401 1.418 -1.943
C -6.967 2.866 -1.845
C -7.957 3.470 -0.879
O -8.205 2.411 0.006
H -6.556 0.839 -2.315
H -8.263 1.143 -2.551
H -5.969 2.903 -1.409
H -7.000 3.383 -2.805
H -7.585 4.315 -0.300
H -8.918 3.780 -1.290
O 2.978 5.301 4.071
C 2.757 4.091 4.281
C 3.335 3.197 5.285
C 2.918 1.825 4.754
C 1.681 2.126 3.966
O 1.697 3.519 3.690
H 4.395 3.446 5.245
H 2.826 3.430 6.220
H 3.720 1.472 4.105
H 2.659 1.100 5.525
H 1.525 1.569 3.043
H 0.831 1.904 4.611
O 5.689 -4.819 -2.091
C 5.929 -4.569 -0.952
C 7.361 -4.564 -0.293
C 7.102 -3.620 0.901
C 5.592 -3.672 1.134
O 5.000 -4.059 -0.091
H 7.606 -5.567 0.055
H 8.115 -4.234 -1.009
H 7.687 -3.793 1.804
H 7.380 -2.629 0.541
H 5.311 -4.289 1.987
H 5.201 -2.679 1.355
O -4.002 -6.807 -4.935
C -4.321 -6.096 -4.005
C -5.743 -5.680 -3.648
C -5.546 -4.726 -2.484
C -4.133 -5.001 -1.988
O -3.440 -5.606 -3.075
H -6.217 -5.145 -4.471
H -6.293 -6.552 -3.295
H -5.548 -3.656 -2.694
H -6.270 -4.963 -1.705
H -3.609 -4.122 -1.614
H -4.123 -5.719 -1.167
*
```

Mulliken population analysis, charges in e, atoms 1 to 4: -0.329 -0.261 -0.663 -0.010


Repeat the first record exactly.
Formula: C5H10NO3
Source: OMol25
Level of theory: the ωB97M-V functional and the def2-TZVPD basis

Output
- SMILES: COC(=O)[C@H](O)C(C)=[NH2+]
- HOMO level: -0.5533 Ha
- DFT total energy: -476.68990 Eh
- Molar mass: 132.14 g mol⁻¹
- LUMO: -0.18586 Eh
- Gap between HOMO and LUMO: 10.0 eV
- Relative energy (zero: lowest compared OMol25 entry of this formula, charge and spin): 48.6 kcal/mol

The geometry in ORCA input format:
```
! wB97M-V def2-TZVPD RIJCOSX def2/J DEFGRID3
* xyz 1 1
C 3.284 -0.134 0.357
O 2.068 0.551 0.070
C 1.066 -0.276 -0.208
O 1.059 -1.482 -0.246
C -0.204 0.528 -0.683
O -0.303 1.907 -0.352
C -1.431 -0.266 -0.102
C -2.522 0.661 0.338
N -1.867 -1.571 -0.051
H 4.044 0.726 0.462
H 3.471 -0.779 -0.502
H 3.096 -0.849 1.120
H -0.069 0.273 -1.703
H 0.465 2.344 -0.024
H -2.554 0.622 1.475
H -3.497 0.390 -0.104
H -2.154 1.560 0.046
H -1.276 -2.301 -0.428
H -2.678 -1.903 0.536
*
```

Mulliken population analysis, charges in e, atoms 1 to 4: -0.648 -0.320 0.428 -0.563